Record 1
The following is a quantum chemistry calculation of a molecular structure, C46H56AsGeN5O2S2Si2Tc, from the OMol25 dataset.

As for the frontier orbital gap: 7.06 eV. As for the multiplicity: 1. The calculation puts the electronic energy at -217132.0965 eV. As for the total charge: +1. For the LUMO energy, the calculation gives -3.10 eV. The HOMO energy comes out at -10.160 eV. The energy relative to the best compared isomer or geometry (same formula, charge and spin) comes out at 0.0000 eV.

CARTESIAN COORDINATES (ANGSTROEM)
Tc: -0.7043 0.9113 0.1270
S: -1.5195 3.4462 1.0322
C: -2.1414 2.9162 2.5930
C: -2.3282 3.9957 3.5164
N: -2.4493 4.8924 4.2264
C: -2.3808 1.6267 2.9187
S: -2.1913 0.2524 1.9079
C: -2.9127 1.3371 4.2315
N: -3.3218 1.0969 5.2772
C: -0.4733 4.7423 -2.0407
Si: -2.2871 4.3776 -2.0124
C: -3.0006 4.1045 -3.6989
C: -3.2036 5.7093 -1.1149
As: -2.5498 2.3607 -0.7095
Si: -4.8910 1.9641 -0.2458
C: -5.8038 2.7917 -1.6264
C: -5.0490 0.1283 -0.3936
C: -5.3190 2.6669 1.3973
H: -0.3196 5.6856 -2.5727
H: 0.1206 3.9701 -2.5309
H: -0.0911 4.8736 -1.0264
H: -2.9207 5.0364 -4.2653
H: -4.0578 3.8460 -3.6402
H: -2.4870 3.3256 -4.2633
H: -3.2606 6.5910 -1.7593
H: -2.6890 5.9904 -0.1959
H: -4.2233 5.4228 -0.8559
H: -5.5197 2.3731 -2.5937
H: -5.6454 3.8697 -1.6522
H: -6.8754 2.6175 -1.4952
H: -4.9912 -0.1728 -1.4418
H: -6.0134 -0.2039 -0.0007
H: -4.2612 -0.3792 0.1635
H: -4.9398 3.6835 1.5197
H: -4.9331 2.0531 2.2098
H: -6.4086 2.7020 1.4842
C: -0.5614 1.2073 -3.3920
C: 0.8394 1.0558 -2.8650
O: 0.9784 1.3712 -1.4572
C: 2.3679 1.1519 -1.0952
C: 3.1883 2.4072 -1.2784
H: -0.5326 1.0873 -4.4766
H: -0.9592 2.1974 -3.1751
H: -1.2387 0.4638 -2.9785
H: 1.5157 1.7152 -3.4152
H: 1.1858 0.0296 -2.9999
H: 2.7490 0.3251 -1.7011
H: 2.3977 0.8197 -0.0663
H: 3.1834 2.7568 -2.3108
H: 4.2241 2.2074 -0.9963
H: 2.8135 3.2113 -0.6433
C: 7.3196 -0.2122 -0.4997
C: 6.5682 -0.6555 0.7262
C: 5.3233 -1.2594 0.6374
C: 4.6199 -1.6752 1.7627
C: 5.1580 -1.4736 3.0268
N: 4.5279 -1.8476 4.2415
C: 3.2472 -2.2560 4.5317
O: 3.0021 -2.9885 5.4613
N: 2.2215 -1.8010 3.6996
C: 2.0354 -0.5127 3.1948
C: 2.7595 0.6090 3.5754
C: 2.4887 1.8151 2.9528
C: 1.5295 1.8812 1.9639
N: 0.8158 0.7987 1.6064
C: 1.0503 -0.3568 2.2330
C: 6.4188 -0.8867 3.1311
C: 7.1075 -0.4884 2.0014
H: 6.7616 -0.4411 -1.4076
H: 8.2879 -0.7094 -0.5689
H: 7.5087 0.8625 -0.4809
H: 4.8858 -1.4357 -0.3402
H: 3.6759 -2.1802 1.6337
H: 5.1541 -2.0663 5.0025
H: 1.3867 -2.3621 3.8048
H: 3.5125 0.5446 4.3484
H: 3.0251 2.7107 3.2323
H: 1.3284 2.7993 1.4301
H: 0.4329 -1.1966 1.9408
H: 6.8588 -0.7377 4.1102
H: 8.0866 -0.0383 2.1143
C: -0.8642 -0.6420 -0.4832
Ge: -0.7637 -2.6025 -0.6846
C: -2.0583 -3.2086 -1.9651
C: -2.9509 -2.3495 -2.6001
C: -3.8650 -2.8392 -3.5249
C: -3.8894 -4.1943 -3.8180
C: -3.0035 -5.0604 -3.1898
C: -2.0904 -4.5711 -2.2668
C: -1.2027 -3.1950 1.1026
C: -2.5515 -3.1031 1.4521
C: -2.9701 -3.3780 2.7467
C: -2.0458 -3.7485 3.7108
C: -0.7047 -3.8719 3.3734
C: -0.2863 -3.5971 2.0782
C: 1.0295 -2.8670 -1.3748
C: 2.1571 -3.1813 -0.6138
C: 3.4033 -3.3194 -1.2128
C: 3.5431 -3.1280 -2.5797
C: 2.4334 -2.8104 -3.3501
C: 1.1862 -2.6897 -2.7518
H: -2.9387 -1.2890 -2.3701
H: -4.5569 -2.1657 -4.0146
H: -4.6010 -4.5784 -4.5369
H: -3.0250 -6.1175 -3.4196
H: -1.4045 -5.2592 -1.7846
H: -3.2880 -2.8169 0.7079
H: -4.0186 -3.3014 3.0031
H: -2.3689 -3.9486 4.7237
H: 0.0127 -4.1930 4.1192
H: 0.7581 -3.7253 1.8347
H: 2.0824 -3.3273 0.4530
H: 4.2639 -3.5842 -0.6118
H: 4.5139 -3.2389 -3.0449
H: 2.5371 -2.6707 -4.4187
H: 0.3206 -2.4791 -3.3724



Record 2
The following is a quantum chemistry calculation of 6 unconnected molecules or ions with the total composition C46H57IN2O23P, from the OMol25 dataset.

As for the frontier orbital gap: 4.07 eV. As for the multiplicity: 1. The calculation puts the electronic energy at -116086.9205 eV. As for the total charge: -1. For the LUMO energy, the calculation gives -0.44 eV. The HOMO energy comes out at -4.501 eV.

CARTESIAN COORDINATES (ANGSTROEM)
C: -0.9822 2.6571 -2.2022
C: 0.5055 2.2694 -1.9361
C: 0.5550 0.8892 -1.1758
N: 0.3856 -0.1604 -2.1770
P: 0.1138 -1.8237 -1.5485
O: 0.9256 -1.5546 -0.0439
C: 2.0826 -2.3179 0.1197
C: 2.8567 -1.7421 1.3451
C: 4.3246 -2.2522 1.4058
C: 2.1349 -2.0188 2.6932
C: 2.9732 -1.3720 3.8525
C: 1.9782 -3.5194 3.0473
O: -0.1552 -3.5256 -1.2282
C: -1.5520 -3.6921 -1.3940
C: -2.2760 -2.5101 -0.6144
C: -3.4995 -1.9704 -1.4031
C: -4.8449 -2.6750 -1.0801
C: -5.9917 -1.6364 -1.3503
I: -6.5160 -0.4940 0.4357
N: -2.5385 -3.1037 0.6773
C: -2.7166 -2.1229 1.7605
C: -1.8331 -2.5698 2.9548
O: -1.3555 -1.4386 -0.6873
H: -1.6694 1.8028 -2.1287
H: -1.1291 3.0883 -3.2146
H: -1.3179 3.4351 -1.4978
H: 1.0395 3.0647 -1.4017
H: 0.9458 2.0575 -2.9240
H: 1.5408 0.8571 -0.6909
H: -0.2529 0.9379 -0.4246
H: -0.3448 0.0961 -2.8273
H: 1.3123 -2.2227 -2.2560
H: -0.6135 -2.0479 -2.7940
H: 2.7807 -2.2702 -0.7312
H: 1.8760 -3.3777 0.3520
H: 2.8576 -0.6483 1.2034
H: 4.9419 -1.3991 1.7190
H: 4.4788 -3.0200 2.1766
H: 4.7240 -2.5821 0.4392
H: 1.1736 -1.4877 2.6851
H: 3.7720 -2.0692 4.1436
H: 2.3403 -1.2397 4.7435
H: 3.4084 -0.4137 3.5421
H: 1.2392 -3.5897 3.8633
H: 1.5920 -4.1356 2.2269
H: 2.9409 -3.9102 3.4049
H: -1.7094 -4.6910 -0.9377
H: -1.9212 -3.8197 -2.4268
H: -3.2816 -1.9419 -2.4780
H: -3.6023 -0.9153 -1.0886
H: -4.9234 -2.9988 -0.0396
H: -5.0115 -3.4782 -1.8118
H: -6.8859 -2.0861 -1.7929
H: -5.6054 -0.8882 -2.0543
H: -1.7868 -3.7280 0.9292
H: -3.7680 -2.1598 2.1139
H: -2.5206 -1.0862 1.4580
H: -1.9530 -3.6596 3.0937
H: -0.7667 -2.3965 2.7703
H: -2.1779 -2.1005 3.8847
C: -4.6250 1.9469 6.2637
C: -3.9975 0.7682 6.2922
C: -4.4390 -0.3775 5.4401
O: -3.8231 -1.4231 5.4980
C: -5.6028 -0.1853 4.5799
C: -6.2327 0.9902 4.5564
C: -5.7781 2.1430 5.3880
O: -6.3810 3.1977 5.3147
O: -7.3146 1.2026 3.7877
O: -2.9397 0.5444 7.0832
H: -4.3141 2.7828 6.8742
H: -5.9236 -1.0257 3.9805
H: -7.5761 2.1248 3.9557
H: -2.6761 -0.3768 6.9089
C: -9.2639 -1.7085 5.2535
C: -8.4024 -2.4733 5.9306
C: -8.7525 -3.8598 6.3643
O: -7.9242 -4.5175 6.9625
C: -10.0891 -4.3606 6.0499
C: -10.9513 -3.5953 5.3761
C: -10.5913 -2.2185 4.9199
O: -11.4117 -1.5746 4.2954
O: -12.1866 -4.0155 5.0697
O: -7.1775 -2.0401 6.2559
H: -9.0186 -0.7047 4.9318
H: -10.3386 -5.3583 6.3826
H: -12.5969 -3.2784 4.5837
H: -6.7541 -2.7764 6.7331
C: 7.4372 3.4070 0.8195
C: 6.5015 2.4611 0.9501
C: 6.5746 1.1747 0.1928
O: 5.7086 0.3441 0.3652
C: 7.6942 0.9814 -0.7286
C: 8.6249 1.9289 -0.8598
C: 8.5661 3.2032 -0.0829
O: 9.4539 4.0232 -0.2306
O: 9.6680 1.7940 -1.6956
O: 5.4508 2.6097 1.7634
H: 7.3959 4.3400 1.3635
H: 7.7280 0.0545 -1.2842
H: 10.1858 2.6135 -1.6004
H: 4.9302 1.7896 1.6733
C: -2.4385 7.4394 -6.5460
C: -1.5812 6.5369 -6.0602
C: -1.9896 5.1219 -5.8064
O: -1.1636 4.3412 -5.3824
C: -3.3758 4.7465 -6.0794
C: -4.2325 5.6501 -6.5617
C: -3.8168 7.0577 -6.8406
O: -4.6354 7.8341 -7.2972
O: -5.5129 5.3481 -6.8242
O: -0.3107 6.8451 -5.7743
H: -2.1534 8.4646 -6.7355
H: -3.6649 3.7249 -5.8756
H: -5.9089 6.1704 -7.1610
H: 0.0885 6.0203 -5.4419
C: 12.3422 0.3444 -7.0594
C: 12.1685 -0.7905 -6.3766
C: 11.6266 -0.7946 -4.9833
O: 11.4728 -1.8583 -4.4165
C: 11.3106 0.4911 -4.3658
C: 11.4878 1.6255 -5.0472
C: 12.0045 1.6282 -6.4487
O: 12.1302 2.6898 -7.0286
O: 11.2129 2.8253 -4.5135
O: 12.4674 -1.9873 -6.8988
H: 12.7311 0.3589 -8.0678
H: 10.9353 0.4800 -3.3517
H: 11.4241 3.4735 -5.2080
H: 12.2470 -2.6347 -6.2056



Record 3
The following is a quantum chemistry calculation of a molecular structure, C46H58Cl2N5O8P2S2SbSn, from the OMol25 dataset.

As for the frontier orbital gap: 6.91 eV. As for the multiplicity: 1. The calculation puts the electronic energy at -150144.0787 eV. For the LUMO energy, the calculation gives -0.33 eV. The HOMO energy comes out at -7.244 eV.

CARTESIAN COORDINATES (ANGSTROEM)
Sn: 0.0006 0.3698 -0.2719
C: 4.2006 2.7557 -2.0462
C: 5.3652 2.1031 -1.6863
C: 5.2836 1.0243 -0.8235
C: 4.0398 0.6259 -0.3405
N: 2.9180 1.2654 -0.6789
C: 3.0078 2.2940 -1.5129
C: 3.8968 -0.5811 0.5313
C: 4.9712 -1.4312 0.7880
C: 4.7740 -2.5428 1.5868
C: 3.5173 -2.7708 2.1193
C: 2.5084 -1.8710 1.8146
N: 2.6842 -0.8122 1.0310
H: 4.2021 3.5944 -2.7278
H: 6.3243 2.4197 -2.0738
H: 6.1850 0.5031 -0.5402
H: 2.0699 2.7672 -1.7818
H: 5.9471 -1.2492 0.3640
H: 5.5950 -3.2186 1.7895
H: 3.3154 -3.6209 2.7555
H: 1.5106 -1.9963 2.2146
S: -1.3301 -1.6711 1.7550
C: -2.0049 -0.4923 2.7099
N: -3.1747 -0.6201 3.3280
C: -3.7173 0.4642 4.1443
C: -3.4444 1.7707 3.4467
N: -2.0002 1.8848 3.2622
C: -1.4055 3.2184 3.2616
C: -0.5806 3.5023 4.4922
C: -1.1144 3.3079 5.7612
C: -0.3706 3.6038 6.8928
C: 0.9163 4.1068 6.7624
C: 1.4546 4.3015 5.4993
C: 0.7108 3.9932 4.3698
C: -1.2704 0.8383 2.9113
S: 0.3695 0.9315 2.6709
C: -3.9358 -1.8719 3.3063
C: -3.7405 -2.6538 4.5797
C: -4.5979 -2.4769 5.6606
C: -4.3910 -3.1659 6.8465
C: -3.3217 -4.0423 6.9581
C: -2.4674 -4.2302 5.8808
C: -2.6754 -3.5405 4.6964
H: -3.2742 0.4420 5.1457
H: -4.7902 0.3060 4.2422
H: -3.7752 2.6038 4.0663
H: -3.9575 1.8207 2.4812
H: -2.2377 3.9222 3.2003
H: -0.7988 3.3208 2.3598
H: -2.1210 2.9207 5.8700
H: -0.7963 3.4478 7.8750
H: 1.4995 4.3397 7.6434
H: 2.4615 4.6821 5.3919
H: 1.1399 4.1124 3.3829
H: -3.6005 -2.4454 2.4446
H: -4.9874 -1.6105 3.1726
H: -5.4443 -1.8061 5.5710
H: -5.0672 -3.0237 7.6788
H: -3.1591 -4.5840 7.8799
H: -1.6369 -4.9185 5.9617
H: -2.0081 -3.6810 3.8546
N: -4.8736 0.3675 -2.4696
C: -3.8724 -0.0874 -1.4086
C: -4.5539 -1.0799 -0.4804
P: -2.5388 -0.9450 -2.3670
O: -2.2024 0.2033 -3.4526
O: -3.2151 -2.0837 -3.0230
O: -1.3762 -1.0949 -1.4354
P: -3.3935 1.4319 -0.4900
O: -3.1395 2.4721 -1.6992
O: -4.5951 1.8994 0.2441
O: -2.1171 1.1215 0.2432
H: -5.6341 -0.3078 -2.5431
H: -4.3947 0.4356 -3.3749
H: -5.2480 1.2934 -2.2388
H: -4.8879 -1.9548 -1.0404
H: -5.3772 -0.6130 0.0625
H: -3.8099 -1.4218 0.2437
H: -1.3180 0.5986 -3.3014
H: -2.3077 2.2961 -2.1600
Cl: -0.3898 7.2408 -4.2738
C: -0.3060 5.6043 -3.6864
C: -0.3475 4.5455 -4.5989
C: -0.2908 3.2501 -4.1535
Cl: -0.3001 1.9609 -5.3121
C: -0.2015 2.9110 -2.7683
O: -0.1722 1.6921 -2.3782
C: -0.1206 4.0155 -1.8849
C: 0.0568 3.8436 -0.4543
O: 0.2094 2.7971 0.1519
C: -0.1919 5.3408 -2.3487
H: -0.4189 4.7459 -5.6586
H: 0.0362 4.7908 0.1188
H: -0.1484 6.1528 -1.6347
C: 0.1846 -2.4770 -5.8899
C: 1.2211 -3.0754 -4.9398
C: 2.4524 -3.5396 -5.7045
Sb: 1.5325 -1.6893 -3.2949
C: 2.0831 -3.1647 -1.7876
C: 2.9247 -4.3395 -2.2666
C: 0.8149 -3.6715 -1.1042
C: 3.4884 -0.7836 -3.6363
C: 4.7402 -1.6176 -3.8696
C: 3.3141 0.2741 -4.7254
H: -0.0843 -3.1927 -6.6729
H: 0.5782 -1.5854 -6.3859
H: -0.7310 -2.1892 -5.3713
H: 0.7657 -3.9323 -4.4325
H: 2.8900 -2.7149 -6.2718
H: 2.1777 -4.3154 -6.4269
H: 3.2267 -3.9482 -5.0571
H: 2.6610 -2.5841 -1.0608
H: 2.3703 -4.9534 -2.9801
H: 3.1789 -4.9876 -1.4207
H: 3.8569 -4.0368 -2.7435
H: 0.1928 -4.2387 -1.8029
H: 0.1896 -2.8678 -0.7178
H: 1.0681 -4.3451 -0.2787
H: 3.6127 -0.2642 -2.6832
H: 4.6709 -2.2365 -4.7634
H: 4.9658 -2.2689 -3.0237
H: 5.6011 -0.9528 -4.0050
H: 3.1098 -0.1834 -5.6980
H: 4.2243 0.8722 -4.8344
H: 2.4873 0.9515 -4.5072